(1)
The molecule C5H7NO, computed with the ωB97M-V functional and the def2-TZVPD basis.

The geometry in XYZ format:
```
14
Properties=species:S:1:pos:R:3:forces:R:3:mulliken_charge:R:1
H 3.16748 0.91229 -0.17752 0.0 -0.1 -0.1 0.2346
N 2.94118 -0.04682 -0.44195 -0.4 0.0 0.0 -0.7342
C 1.69636 -0.21798 -0.34363 0.3 0.1 0.1 0.4899
C 0.60124 0.70087 0.16580 0.0 0.1 0.1 -0.2933
C -0.63611 -0.16602 0.07259 0.1 -0.2 -0.1 0.4126
C -2.06240 0.25172 0.29372 0.0 0.0 0.0 -1.1675
C -0.20988 -1.35981 -0.33422 -0.3 0.1 0.0 -0.4262
O 1.14599 -1.45307 -0.57842 0.1 0.0 -0.1 -0.3809
H 0.94049 0.91875 1.18552 -0.5 0.2 0.1 0.2401
H 0.52228 1.65344 -0.37100 0.1 -0.2 0.0 0.3290
H -2.23229 0.64177 1.30337 0.1 0.0 -0.1 0.2873
H -2.74666 -0.59191 0.14533 0.2 0.1 0.0 0.3214
H -2.37449 1.03617 -0.40962 0.2 -0.1 0.1 0.2727
H -0.75320 -2.27942 -0.50996 0.0 0.2 0.0 0.4144
```
Forces are in eV/Å.

Results
gap between HOMO and LUMO	0.3507	Ha
total energy	-324.690041	Eh
HOMO energy	-8.8	eV
net charge	0

(2)
A cluster of 2 separate species, C3H9NS in total in a non-equilibrium geometry, computed with the ωB97M-V functional and the def2-TZVPD basis.

The geometry in XYZ format:
```
14
Properties=species:S:1:pos:R:3:forces:R:3:mulliken_charge:R:1
C -1.37823 2.25928 -0.68457 3.0 1.4 2.4 -0.2162
S -1.11097 2.15973 1.18795 0.7 -0.3 -0.6 -0.1938
H -0.83394 3.23749 -0.91693 -1.4 -1.4 -0.4 0.2734
H -2.43465 2.19206 -0.75030 -0.6 -0.1 -1.1 0.3483
H -0.72275 1.42518 -0.95931 -0.9 0.2 -0.8 -0.2851
C 0.61813 -1.77992 -0.05403 2.5 -2.5 1.8 0.3872
C 1.32842 -0.74391 -0.60226 2.6 0.1 0.4 -0.6191
N 1.21248 -2.73310 0.83957 -2.0 2.7 -0.9 -0.3236
H -0.35692 -1.90866 -0.49864 -0.5 -0.7 0.9 0.3386
H 0.84927 -0.16832 -1.37213 0.0 0.4 -0.1 0.2954
H 2.43081 -0.55417 -0.35010 -1.9 -0.2 -0.4 0.2481
H -2.32846 2.49809 1.51534 -0.8 0.2 0.4 0.1245
H 2.21667 -2.66820 1.19170 -1.9 0.2 -0.7 0.3061
H 0.51013 -3.21556 1.45372 1.2 0.1 -0.9 0.3162
```
Forces are in eV/Å.

Results
gap between HOMO and LUMO (spin up / spin down)	0.2861 / 0.1375	Ha
spin multiplicity	2
total energy	-572.272465	Eh
HOMO energy (spin up / spin down)	-12.0 / -11.9	eV
net charge	+1

Listing relative energy (zero: lowest compared OMol25 entry of this formula, charge and spin) for the structures above in their given order: 0.9368; 1.2900 eV.